# 1
ORCA calculation (wB97M-V/def2-TZVPD) on a molecular structure, C3H10O2Rb.

ORCA input file:
```
! RIJCOSX wB97M-V def2-TZVPD def2/J DEFGRID3
* xyz 0 2
Rb 20.37622 -16.51421 16.14714
C 20.88301 -18.35205 19.10726
O 21.14310 -18.79460 17.77414
H 21.61696 -17.57194 19.30935
H 19.84976 -18.01081 19.17101
H 21.12701 -19.23263 19.70152
H 21.14613 -19.75070 17.86058
C 22.18637 -13.22939 19.91054
C 22.38060 -14.72484 19.53167
O 21.73520 -15.03033 18.30143
H 22.60860 -12.57783 19.14550
H 22.77432 -12.95146 20.78529
H 21.12546 -13.00425 20.01952
H 21.98545 -15.42133 20.27116
H 23.44385 -14.79581 19.30238
H 21.96837 -14.38329 17.63168
*
```

Results
Expectation value of S²: 0.75
Energy, Eh: -294.7632
Gap between HOMO and LUMO (spin up / spin down), eV: 3.290 / 10.903
E_LUMO (spin up / spin down), eV: 0.180 / 0.162



# 2
ORCA calculation (wB97M-V/def2-TZVPD) on 2 unconnected molecules or ions with the total composition C3H10O2S.

ORCA input file:
```
! RIJCOSX wB97M-V def2-TZVPD def2/J DEFGRID3
* xyz 0 1
C 0.31689 0.64876 -1.98486
O 0.05223 1.58096 -0.91260
C 0.11327 -0.76646 -1.45157
C 0.12977 -0.88802 0.06390
S 0.03724 -2.66696 0.50459
H 1.32403 0.78556 -2.37255
H -0.42109 0.85937 -2.76047
H 0.21826 2.44116 -1.31693
H 0.78070 -1.49183 -1.85068
H -0.85137 -1.14593 -1.80441
H 1.06776 -0.52363 0.45155
H -0.70713 -0.37618 0.52327
H -0.37169 -2.43336 1.75687
H -0.83410 2.04129 3.55068
H -0.60214 0.54474 3.65526
O -0.25262 1.39054 3.94794
*
```

Results
Relative energy (zero: lowest compared OMol25 entry of this formula, charge and spin), eV: 0.298
Energy, Eh: -668.9393
Gap between HOMO and LUMO, eV: 9.595
E_LUMO, eV: 0.574
Structure (SMILES): OCCCS.O



# 3
ORCA calculation (wB97M-V/def2-TZVPD) on 3 unconnected molecules or ions with the total composition C3H10O3.

ORCA input file:
```
! RIJCOSX wB97M-V def2-TZVPD def2/J DEFGRID3
* xyz 0 1
C 0.04315 0.90968 1.14906
C -1.02762 1.68867 1.63392
O -1.94708 0.97109 2.47139
C -1.69136 3.05539 1.57282
H 0.62280 1.14983 0.35881
H 0.07275 0.02952 1.74131
H -1.96846 0.01616 2.21306
H -1.30276 3.84524 0.74046
H -1.62656 3.46683 2.62023
H -2.81471 3.02417 1.21460
H 1.77812 -4.03120 -0.41414
H 0.27913 -4.26180 -0.35205
O 0.91434 -3.52596 -0.43591
H 2.37706 -1.01862 -5.19842
H 2.38236 -2.42543 -4.90442
O 3.06465 -1.65978 -5.05477
*
```

Results
Relative energy (zero: lowest compared OMol25 entry of this formula, charge and spin), eV: 2.294
Energy, Eh: -345.9301
Gap between HOMO and LUMO, eV: 9.324
E_LUMO, eV: 0.594
Structure (SMILES): C=C(C)O.O.O



# 4
ORCA calculation (wB97M-V/def2-TZVPD) on 3 unconnected molecules or ions with the total composition C3H10O3.

ORCA input file:
```
! RIJCOSX wB97M-V def2-TZVPD def2/J DEFGRID3
* xyz 0 1
O -1.96760 1.58207 -1.12260
C -1.84798 0.87627 -0.15655
C -0.73265 0.97851 0.78892
C -0.51708 -0.30392 1.57236
H -2.62732 0.04378 -0.00390
H -0.80846 1.88572 1.40242
H 0.28165 1.18894 0.35261
H 0.39068 -0.30683 2.21645
H -0.44408 -1.09879 0.81482
H -1.34861 -0.60474 2.20397
H 0.98341 -1.81560 -0.56334
H 1.61525 -2.54211 -1.83435
O 1.48463 -1.70625 -1.37286
H 1.58232 0.84583 -0.79961
H 1.86248 0.02255 -1.88828
O 2.09337 0.95458 -1.61006
*
```

Results
Relative energy (zero: lowest compared OMol25 entry of this formula, charge and spin), eV: 0.904
Energy, Eh: -345.9812
Gap between HOMO and LUMO, eV: 10.428
E_LUMO, eV: 0.342
Structure (SMILES): CCC=O.O.O



# 5
ORCA calculation (wB97M-V/def2-TZVPD) on 2 unconnected molecules or ions with the total composition C3H10O3.

ORCA input file:
```
! RIJCOSX wB97M-V def2-TZVPD def2/J DEFGRID3
* xyz 0 1
C -1.53077 1.83269 0.50931
O -2.93066 1.69174 0.75637
C -0.78924 0.60693 1.05470
C 0.39023 0.20286 0.16160
O 1.24033 -0.61242 0.85278
H -1.29854 1.89343 -0.62397
H -1.30424 2.78842 1.01509
H -3.21528 0.85349 0.40745
H -0.47025 0.79641 2.13050
H -1.40439 -0.31117 1.02238
H 0.06494 -0.34116 -0.70740
H 1.01702 1.12011 0.05122
H 0.68078 -1.39286 1.26914
H 3.76242 -2.81493 -3.14602
H 2.46080 -3.01004 -2.35569
O 3.32684 -3.30350 -2.39745
*
```

Results
Relative energy (zero: lowest compared OMol25 entry of this formula, charge and spin), eV: 1.346
Energy, Eh: -345.9650
Gap between HOMO and LUMO, eV: 10.670
E_LUMO, eV: 0.604
Structure (SMILES): OCCCO.O



# 6
ORCA calculation (wB97M-V/def2-TZVPD) on 3 unconnected molecules or ions with the total composition C3H10O3.

ORCA input file:
```
! RIJCOSX wB97M-V def2-TZVPD def2/J DEFGRID3
* xyz 0 1
C 2.25197 0.11696 1.60938
C 1.15394 -0.57242 1.36455
O 0.73654 -1.49947 2.32526
C 0.51326 -0.91183 0.04056
H 2.71403 0.72866 0.83787
H 2.69804 0.18771 2.59299
H -0.03945 -1.24088 2.83065
H -0.45472 -0.45757 -0.23551
H 1.16390 -0.48435 -0.73724
H 0.41957 -1.98278 -0.04227
H 2.08301 -2.09497 -3.86816
H 0.94096 -2.15150 -4.94877
O 1.43959 -2.65230 -4.29979
H -5.00697 3.75927 1.28991
H -5.38331 5.07246 0.78795
O -5.23036 4.18303 0.45260
*
```

Results
Relative energy (zero: lowest compared OMol25 entry of this formula, charge and spin), eV: 1.180
Energy, Eh: -345.9711
Gap between HOMO and LUMO, eV: 10.218
E_LUMO, eV: 0.744
Structure (SMILES): C=C(C)O.O.O



# 7
ORCA calculation (wB97M-V/def2-TZVPD) on 2 unconnected molecules or ions with the total composition C3H10O3.

ORCA input file:
```
! RIJCOSX wB97M-V def2-TZVPD def2/J DEFGRID3
* xyz 0 1
C 0.38364 -0.49153 -0.93869
O -0.76084 -0.26857 -0.08788
C 1.61074 -0.73716 -0.07022
C 1.82939 0.40187 0.90978
O 2.01239 1.61152 0.18862
H 0.21126 -1.35341 -1.57782
H 0.55902 0.43209 -1.49518
H -1.51213 -0.64854 -0.55117
H 1.49983 -1.66906 0.46290
H 2.47037 -0.77287 -0.73802
H 0.96112 0.47615 1.56660
H 2.72465 0.20176 1.51103
H 1.39302 2.26173 0.55273
H -5.02799 0.73321 -0.04426
H -4.18834 -0.49370 0.41253
O -4.16612 0.31653 -0.10096
*
```

Results
Relative energy (zero: lowest compared OMol25 entry of this formula, charge and spin), eV: 0.509
Energy, Eh: -345.9957
Gap between HOMO and LUMO, eV: 10.640
E_LUMO, eV: 0.667
Structure (SMILES): OCCCO.O



# 8
ORCA calculation (wB97M-V/def2-TZVPD) on C3H10O3P2 in the gas phase.

ORCA input file:
```
! RIJCOSX wB97M-V def2-TZVPD def2/J DEFGRID3
* xyz 0 1
C 2.33531 1.37194 0.55291
C -1.08948 -1.40738 1.00833
C -2.27361 0.07620 -1.34202
O 1.85332 -1.36236 0.59216
O -1.18027 1.37650 0.87246
O 0.47640 0.09250 -1.01503
P 1.84562 -0.17567 -0.26995
P -1.15968 0.15228 0.09045
H 1.51818 1.66504 1.21275
H 3.22877 1.19393 1.14199
H 2.51039 2.15553 -0.17527
H -0.42697 -2.11116 0.51636
H -0.70770 -1.18949 2.00501
H -2.09704 -1.81031 1.07826
H -3.28594 0.26932 -0.99439
H -1.97246 0.86280 -2.02862
H -2.21606 -0.88898 -1.83557
H 2.64120 -0.27067 -1.40984
*
```

Results
Relative energy (zero: lowest compared OMol25 entry of this formula, charge and spin), eV: 0.833
Energy, Eh: -1028.8398
Gap between HOMO and LUMO, eV: 10.852
E_LUMO, eV: 0.691
Structure (SMILES): C[P@@H](=O)OP(C)(C)=O



# 9
ORCA calculation (wB97M-V/def2-TZVPD) on 3 unconnected molecules or ions with the total composition C3H10O3S.

ORCA input file:
```
! RIJCOSX wB97M-V def2-TZVPD def2/J DEFGRID3
* xyz -2 1
C 0.35103 0.35330 -0.38995
O 0.42224 -1.02348 -0.37227
C 1.37428 0.94919 -1.35398
C 1.30162 2.48390 -1.33967
S 2.48764 3.28932 -2.47969
H -0.67330 0.62702 -0.68415
H 0.49037 0.77009 0.61100
H 1.28176 0.52732 -2.35744
H 2.34345 0.56819 -1.02362
H 1.42972 2.73671 -0.28023
H 0.26402 2.77036 -1.54518
H -2.19310 -2.83314 2.18407
H -1.97400 -3.46522 3.58623
O -2.62272 -3.44937 2.87628
H -0.30899 -1.32646 0.25525
H -2.41984 -1.28930 1.08873
O -1.55418 -1.68844 1.22462
*
```

Results
Relative energy (zero: lowest compared OMol25 entry of this formula, charge and spin), eV: 0.000
Energy, Eh: -744.1858
Gap between HOMO and LUMO, eV: 5.897
E_LUMO, eV: 5.890



# 10
ORCA calculation (wB97M-V/def2-TZVPD) on 3 unconnected molecules or ions with the total composition C3H10O4.

ORCA input file:
```
! RIJCOSX wB97M-V def2-TZVPD def2/J DEFGRID3
* xyz 0 1
O 2.70698 -0.80533 -1.46577
C 1.58444 -0.39344 -1.64868
C 0.48889 -0.66887 -0.66207
C 0.86585 -1.34701 0.62784
O -0.36326 -1.37140 1.44112
H 1.41145 0.36972 -2.42665
H -0.02586 0.28080 -0.49685
H -0.21666 -1.36920 -1.16771
H 1.17622 -2.38870 0.49302
H 1.57202 -0.70032 1.17221
H -0.19685 -1.82354 2.27694
H -1.57938 2.63266 -1.61808
H -1.30439 2.27641 -0.22682
O -0.82225 2.41142 -1.06435
H -2.54672 1.03412 1.61017
H -1.10957 0.55201 1.71220
O -1.64090 1.31068 1.44351
*
```

Results
Relative energy (zero: lowest compared OMol25 entry of this formula, charge and spin), eV: 1.186
Energy, Eh: -421.2415
Gap between HOMO and LUMO, eV: 10.298
E_LUMO, eV: 0.532
Structure (SMILES): O=CCCO.O.O



# 11
ORCA calculation (wB97M-V/def2-TZVPD) on 2 unconnected molecules or ions with the total composition C3H10OS.

ORCA input file:
```
! RIJCOSX wB97M-V def2-TZVPD def2/J DEFGRID3
* xyz 0 1
C -0.58379 -1.00428 -0.94575
C -0.21518 -0.78100 0.41715
S 0.59145 0.90879 0.71447
C 1.49413 0.37895 2.30928
H -0.98476 -0.01815 -1.16417
H 0.29612 -1.13278 -1.66131
H -1.45481 -1.71677 -0.99198
H -0.97586 -0.87834 1.09648
H 0.53334 -1.61300 0.70638
H 1.59133 1.32308 2.82283
H 2.49531 0.07407 1.93635
H 1.05349 -0.37150 3.02575
H -0.94741 1.23518 -2.19563
H -1.32417 2.24111 -3.19379
O -1.56919 1.35462 -2.87604
*
```

Results
Relative energy (zero: lowest compared OMol25 entry of this formula, charge and spin), eV: 1.246
Energy, Eh: -593.6713
Gap between HOMO and LUMO, eV: 9.545
E_LUMO, eV: 0.789
Structure (SMILES): CCSC.O



# 12
ORCA calculation (wB97M-V/def2-TZVPD) on 2 unconnected molecules or ions with the total composition C3H10OS2.

ORCA input file:
```
! RIJCOSX wB97M-V def2-TZVPD def2/J DEFGRID3
* xyz 0 1
C -0.05471 -1.33799 1.63086
C 0.92678 -0.90885 0.51797
S -0.20336 0.50944 -0.25477
S 1.26841 1.81425 -0.66831
C 1.72320 1.48998 -2.37438
H -0.42905 -0.47648 2.16174
H -0.87242 -1.83258 1.08410
H 0.47980 -2.03504 2.27530
H 1.16121 -1.67679 -0.20563
H 1.87409 -0.54082 0.95528
H 0.94720 1.58804 -3.12176
H 2.13189 0.48478 -2.48443
H 2.50038 2.22116 -2.56447
H -3.79473 0.60714 1.71159
H -3.88181 -0.42185 0.57987
O -3.77689 0.51561 0.75706
*
```

Results
Relative energy (zero: lowest compared OMol25 entry of this formula, charge and spin), eV: 0.603
Energy, Eh: -991.8895
Gap between HOMO and LUMO, eV: 9.197
E_LUMO, eV: 0.649
Structure (SMILES): CCSSC.O



# 13
ORCA calculation (wB97M-V/def2-TZVPD) on 2 unconnected molecules or ions with the total composition C3H10OS2.

ORCA input file:
```
! RIJCOSX wB97M-V def2-TZVPD def2/J DEFGRID3
* xyz 0 1
C -0.48666 -1.98333 -0.20024
C -0.35014 -1.66511 1.27195
S -1.38074 -0.18805 1.72336
S -0.41416 1.32870 0.76907
C -0.35155 1.05711 -0.98340
H -1.21809 -1.37179 -0.81161
H -0.84435 -2.98757 -0.38554
H 0.41719 -1.69981 -0.80165
H -0.73064 -2.51454 1.98065
H 0.69625 -1.73051 1.57303
H 0.71002 0.72435 -1.15459
H -1.19702 0.54516 -1.38564
H -0.39868 2.01802 -1.51681
H 1.96095 2.52035 0.70148
H 1.75273 2.73063 -0.79902
O 1.83490 3.21641 0.01895
*
```

Results
Relative energy (zero: lowest compared OMol25 entry of this formula, charge and spin), eV: 1.080
Energy, Eh: -991.8719
Gap between HOMO and LUMO, eV: 9.231
E_LUMO, eV: 0.656
Structure (SMILES): CCSSC.O



# 14
ORCA calculation (wB97M-V/def2-TZVPD) on 3 unconnected molecules or ions with the total composition C3H10OS2.

ORCA input file:
```
! RIJCOSX wB97M-V def2-TZVPD def2/J DEFGRID3
* xyz 0 1
C 1.06466 0.48680 1.36635
C 1.56842 -0.10077 0.06186
S 0.74511 -1.59287 -0.43135
S -0.47085 2.07535 -0.57664
C -1.13577 0.59855 -1.29539
H -0.02033 0.44775 1.34081
H 1.37999 -0.06205 2.25805
H 1.40614 1.52304 1.43064
H 2.64086 -0.31067 0.05332
H 1.35038 0.64578 -0.75289
H -1.95489 0.92817 -1.95137
H -1.49490 -0.12809 -0.56726
H -0.38434 0.08995 -1.93017
H -0.93779 -1.60408 0.78455
H -2.04803 -2.26710 1.68233
O -1.71734 -1.42171 1.36650
*
```

Results
Relative energy (zero: lowest compared OMol25 entry of this formula, charge and spin), eV: 4.121
Energy, Eh: -991.7602
Gap between HOMO and LUMO, eV: 5.174
E_LUMO, eV: -3.571



# 15
ORCA calculation (wB97M-V/def2-TZVPD) on 2 unconnected molecules or ions with the total composition C3H10OSi2.

ORCA input file:
```
! RIJCOSX wB97M-V def2-TZVPD def2/J DEFGRID3
* xyz 0 1
C -1.34708 1.61682 0.15193
C -0.56643 1.69447 1.19472
C 0.01556 0.42877 1.79421
O 1.82998 -1.78344 0.81822
Si 0.33952 -0.81274 -2.50979
Si 0.38134 -0.99028 0.54574
H -1.96520 2.45804 -0.14674
H -1.53874 0.59114 -0.31779
H -0.34754 2.65400 1.53115
H -0.80194 -0.00226 2.46163
H 0.93362 0.62990 2.35393
H 2.31550 -2.32675 0.22952
H 0.20927 0.68078 -2.81351
H -0.54341 -1.88589 -2.89626
H 1.74499 -1.10705 -3.21162
H -0.65944 -1.84551 0.81465
*
```

Results
Relative energy (zero: lowest compared OMol25 entry of this formula, charge and spin), eV: 2.529
Energy, Eh: -774.4312
Gap between HOMO and LUMO, eV: 8.586
E_LUMO, eV: 0.328



Computed values of F_max (unit: eV/A) for the preceding records, in sequence: 2.1; 1.5; 6.8; 2.9; 4.8; 2.0; 1.0; 3.6; 1.2; 1.8; 5.4; 2.4; 2.4; 1.5; 3.5.